{
  "formula": "C48H114O27S2",
  "method": "wB97M-V/def2-TZVPD",
  "species": ["O", "S", "O", "O", "C", "C", "C", "H", "H", "H", "H", "H", "H", "H", "H", "O", "S", "O", "O", "C", "C", "C", "H", "H", "H", "H", "H", "H", "H", "H", "C", "O", "C", "C", "O", "C", "C", "O", "C", "H", "H", "H", "H", "H", "H", "H", "H", "H", "H", "H", "H", "H", "H", "C", "O", "C", "C", "O", "C", "C", "O", "C", "H", "H", "H", "H", "H", "H", "H", "H", "H", "H", "H", "H", "H", "H", "C", "O", "C", "C", "O", "C", "C", "O", "C", "H", "H", "H", "H", "H", "H", "H", "H", "H", "H", "H", "H", "H", "H", "C", "O", "C", "C", "O", "C", "C", "O", "C", "H", "H", "H", "H", "H", "H", "H", "H", "H", "H", "H", "H", "H", "H", "C", "O", "C", "C", "O", "C", "C", "O", "C", "H", "H", "H", "H", "H", "H", "H", "H", "H", "H", "H", "H", "H", "H", "C", "O", "C", "C", "O", "C", "C", "O", "C", "H", "H", "H", "H", "H", "H", "H", "H", "H", "H", "H", "H", "H", "H", "C", "O", "C", "C", "O", "C", "C", "O", "C", "H", "H", "H", "H", "H", "H", "H", "H", "H", "H", "H", "H", "H", "H"],
  "coordinates": [[-8.72037, 6.61951, -0.54284], [-7.55630, 5.72064, -0.36667], [-6.38579, 5.86351, -1.14396], [-7.10199, 5.73293, 1.17256], [-5.98954, 4.93648, 1.46293], [-6.19067, 4.63506, 2.95359], [-8.12252, 3.98933, -0.50912], [-5.11743, 5.56925, 1.29824], [-5.81458, 3.96194, 1.00710], [-5.36917, 4.03590, 3.34634], [-7.10558, 4.04804, 3.03388], [-6.39459, 5.40775, 3.69487], [-7.26342, 3.33787, -0.66935], [-8.87483, 3.82912, -1.28144], [-8.61269, 3.82815, 0.45101], [7.58034, -11.68278, -1.58065], [7.65495, -12.56123, -2.77457], [6.71112, -13.67121, -2.93826], [7.47260, -11.74216, -4.23585], [8.15982, -10.47530, -4.33698], [8.79638, -10.39626, -5.74881], [9.34241, -13.30787, -2.94119], [8.99151, -10.33243, -3.64707], [7.45784, -9.64280, -4.28935], [9.37198, -9.50697, -6.00557], [7.94368, -10.40350, -6.42774], [9.43685, -11.22329, -6.05529], [10.03288, -12.47946, -2.78278], [9.48054, -13.82453, -3.89097], [9.47111, -14.02531, -2.13075], [1.66074, 11.78407, 3.20953], [1.46605, 13.10543, 2.86329], [1.26930, 13.29698, 1.38174], [1.28676, 14.80283, 1.05174], [-0.11312, 15.31030, 1.22998], [-0.16766, 16.75940, 1.49756], [0.28062, 17.61293, 0.28854], [1.66787, 17.34441, 0.10953], [2.07925, 17.63897, -1.24097], [1.76360, 11.90786, 4.28758], [2.50987, 11.31583, 2.71173], [0.71708, 11.25349, 3.08265], [0.41757, 12.66667, 1.12612], [2.18264, 12.86021, 0.97784], [1.68737, 14.96746, 0.05149], [1.97702, 15.33394, 1.70715], [0.43573, 17.12032, 2.33047], [-1.24048, 16.89963, 1.62993], [0.09086, 18.66995, 0.47507], [-0.44086, 17.32556, -0.47630], [3.10460, 17.27134, -1.20121], [2.21440, 18.65510, -1.61150], [1.51460, 17.21384, -2.07075], [-0.18511, 1.82601, 3.73222], [-0.28730, 1.45395, 2.34753], [0.53313, 0.29252, 1.95821], [-0.01633, -0.09957, 0.54624], [-1.30319, -0.71079, 0.62465], [-1.79140, -1.09381, -0.67591], [-1.35150, -2.49965, -1.02384], [0.01779, -2.73575, -1.22664], [0.33203, -4.16874, -1.17014], [0.87908, 2.03858, 3.83411], [-0.61184, 1.09724, 4.42134], [-0.72509, 2.74204, 3.97180], [0.60731, -0.62470, 2.54243], [1.56879, 0.57203, 1.76486], [0.72273, -0.68570, 0.00004], [-0.02208, 0.84211, -0.00270], [-1.64554, -0.44306, -1.53807], [-2.86802, -1.09237, -0.50569], [-1.88845, -2.74184, -1.94098], [-1.86055, -3.09857, -0.26869], [1.39075, -4.42403, -1.21553], [-0.16363, -4.86348, -1.84820], [0.03034, -4.55027, -0.19469], [-6.79758, -6.28702, -6.36804], [-6.11132, -5.79168, -7.50033], [-6.40766, -6.53759, -8.70685], [-5.31709, -6.48187, -9.81063], [-5.63624, -7.42859, -10.92484], [-4.70410, -7.34435, -12.02543], [-5.11984, -8.14095, -13.22791], [-6.30183, -7.67618, -13.70977], [-6.86283, -8.42037, -14.78234], [-6.49870, -5.82031, -5.42945], [-6.60220, -7.33862, -6.15812], [-7.82656, -6.01182, -6.59950], [-7.39474, -6.22079, -9.04361], [-6.76706, -7.54080, -8.47776], [-4.34928, -6.75000, -9.38692], [-5.23392, -5.44465, -10.13518], [-3.72668, -7.58079, -11.60492], [-4.73213, -6.28245, -12.26973], [-5.20936, -9.19243, -12.95499], [-4.17382, -8.11962, -13.76890], [-7.61364, -9.14972, -14.47833], [-6.12893, -8.73703, -15.52343], [-7.57891, -7.68810, -15.15530], [-3.86974, 9.55905, 6.69833], [-3.79235, 8.59053, 7.69541], [-4.05546, 9.00453, 9.09761], [-3.92231, 7.90085, 10.09667], [-3.71816, 8.43327, 11.48396], [-3.19889, 7.49251, 12.41298], [-3.71992, 6.02915, 12.40870], [-2.88427, 5.27752, 11.49991], [-3.22768, 3.86206, 11.25484], [-4.88601, 9.92845, 6.56115], [-3.62646, 8.95657, 5.82316], [-3.06922, 10.29022, 6.81090], [-5.09816, 9.32212, 9.09321], [-3.52076, 9.90241, 9.40745], [-3.07785, 7.24693, 9.87899], [-4.70786, 7.16437, 9.92757], [-3.25171, 7.81565, 13.45263], [-2.12224, 7.32385, 12.39053], [-4.77332, 6.00260, 12.12990], [-3.76597, 5.51818, 13.37041], [-2.55188, 3.48467, 10.48739], [-4.28669, 3.77000, 11.01374], [-3.13939, 3.29309, 12.18035], [3.17863, -4.27305, -10.42037], [2.61535, -4.63513, -9.11536], [3.18518, -3.88033, -8.11552], [2.24955, -2.71864, -7.72085], [2.18177, -1.71521, -8.79333], [1.36212, -0.55682, -8.61739], [1.57811, 0.26130, -7.35637], [2.90752, 0.82253, -7.06891], [3.00952, 1.34104, -5.73258], [2.58554, -4.72539, -11.21519], [4.19453, -4.47319, -10.76091], [2.97629, -3.21188, -10.56558], [4.11034, -3.42836, -8.47316], [3.43495, -4.51590, -7.26595], [2.66366, -2.27810, -6.81390], [1.27681, -3.19736, -7.60815], [0.34602, -0.94673, -8.55713], [1.35973, 0.11912, -9.47250], [1.35770, -0.35977, -6.48815], [0.90474, 1.11576, -7.28884], [3.88953, 1.97810, -5.82095], [3.22720, 0.55033, -5.01460], [2.19126, 1.97558, -5.39214], [6.33988, 2.55970, 7.99713], [6.74995, 3.60667, 7.19729], [8.11130, 3.87148, 7.30051], [8.96992, 3.33534, 6.15418], [8.98515, 1.84008, 6.07692], [9.25974, 1.37266, 4.70999], [10.75118, 1.39146, 4.53119], [11.13935, 2.76786, 4.57185], [12.35502, 3.01396, 3.80702], [6.94725, 1.68004, 7.78405], [5.38308, 2.17522, 7.64386], [6.27812, 2.81517, 9.05497], [8.61815, 3.48495, 8.18470], [8.26678, 4.94957, 7.34119], [9.96932, 3.69494, 6.39908], [8.66848, 3.77732, 5.20450], [8.62783, 1.76056, 3.91104], [8.88326, 0.35801, 4.83987], [11.05440, 0.90806, 3.60250], [11.18590, 0.90190, 5.40266], [12.24691, 2.71612, 2.76409], [13.23743, 2.56753, 4.26545], [12.47854, 4.09667, 3.78240], [-6.92172, -9.64411, 5.82660], [-5.70465, -10.09195, 5.23570], [-5.66438, -9.76743, 3.85643], [-4.47571, -10.46058, 3.11504], [-4.49739, -11.88208, 3.08323], [-3.93986, -12.36396, 1.89576], [-2.39007, -12.14551, 1.75258], [-1.93195, -10.81517, 1.94378], [-0.53420, -10.61912, 2.14270], [-6.71884, -8.97149, 6.65998], [-7.48380, -10.51374, 6.16705], [-7.50750, -9.10640, 5.08107], [-5.61714, -8.67845, 3.85342], [-6.56970, -10.10633, 3.35280], [-3.55857, -10.17670, 3.63115], [-4.41036, -9.97674, 2.14050], [-4.35334, -11.84786, 1.02929], [-4.35159, -13.37218, 1.85044], [-2.14792, -12.46186, 0.73799], [-1.96949, -12.79661, 2.51891], [0.03812, -11.06996, 1.33197], [-0.12982, -10.97493, 3.09032], [-0.10266, -9.62191, 2.05637]],
  "atomic_forces_ev_per_a": [[2.765, -1.963, 0.864], [-3.402, 0.420, -0.309], [0.970, 0.385, -0.854], [-2.021, 0.329, -1.774], [1.747, 0.611, 2.935], [-0.117, -0.924, 0.403], [-0.177, 0.665, 0.497], [0.210, -0.277, -0.108], [-0.707, 0.259, -0.752], [0.032, -0.086, -0.071], [0.030, -0.432, -0.104], [0.445, 0.755, -0.677], [-0.124, 0.134, 0.118], [0.260, 0.476, -0.143], [0.100, -0.355, -0.022], [0.475, -1.594, -3.044], [-1.336, -1.078, 0.058], [1.422, 1.969, 0.451], [0.812, -0.199, 2.362], [1.427, 0.499, -1.627], [-0.943, -0.342, -0.540], [-0.621, 0.977, 0.483], [-0.468, -0.292, 0.653], [-0.110, -0.245, 0.524], [-0.172, 0.304, 0.658], [0.102, -0.058, -0.341], [-0.094, -0.300, 0.516], [0.160, -0.154, -0.218], [-0.338, 0.361, -0.012], [-0.317, 0.154, 0.077], [-0.886, 0.412, 1.075], [-0.317, 2.025, -2.563], [1.397, 0.158, 2.487], [-2.036, -0.851, 0.597], [2.412, 1.331, 0.010], [-0.082, -0.664, -1.338], [-0.678, -1.003, 1.539], [-1.388, 1.258, -2.206], [1.672, -0.451, 0.342], [0.598, -0.835, 0.128], [0.067, -0.193, 0.054], [0.063, -0.673, -0.373], [-0.270, 0.567, -0.475], [0.006, -0.118, -0.522], [-0.517, -0.093, -0.182], [-0.159, -0.173, 0.326], [-0.090, -0.674, 0.508], [0.132, 0.343, 0.415], [0.157, 0.231, 0.213], [0.750, -0.242, -0.969], [-0.009, -0.320, -0.656], [-0.470, 0.817, 1.089], [-0.352, -0.853, 0.504], [0.648, 0.023, -0.873], [0.166, -1.546, 0.617], [-1.193, 0.571, -2.175], [0.595, 0.740, 1.054], [0.923, 0.668, -1.181], [0.197, -0.322, 0.975], [-1.509, -0.233, -0.530], [0.716, -1.540, 0.098], [-0.396, 0.225, 1.188], [0.071, -0.156, 1.037], [0.456, -0.463, -0.073], [-0.105, 0.144, -0.738], [-0.806, 0.362, 0.921], [0.174, 0.510, 0.231], [-0.074, -0.629, 0.243], [-0.595, 0.252, -0.162], [0.678, 0.746, 0.419], [-0.134, -0.416, -0.333], [-0.164, -0.151, -0.415], [0.755, -0.643, 0.416], [0.138, 0.967, -0.324], [-0.400, 0.721, -0.730], [-0.145, 0.175, 0.331], [-0.307, 0.372, -0.423], [1.597, -0.610, -0.873], [-1.261, -0.302, 0.290], [-0.563, -1.014, -0.308], [-0.144, 0.891, 1.556], [-1.100, 1.356, 1.931], [1.383, -1.301, 2.361], [-0.358, 0.339, -1.014], [-1.271, 1.563, 0.269], [0.254, 0.691, -0.407], [-0.375, -0.341, -0.545], [-0.546, -0.714, 0.756], [0.080, 1.017, -0.751], [1.185, -0.717, 0.336], [0.079, -0.168, 0.117], [-0.078, 0.010, -0.502], [0.323, -0.327, -0.529], [0.453, 0.190, -0.576], [-0.114, -0.376, 0.265], [-0.255, 0.374, -1.508], [0.820, -0.965, 0.492], [-0.172, -0.136, 0.060], [0.372, 0.169, -0.992], [0.364, -0.859, -0.325], [0.273, -0.946, 3.099], [-1.081, 1.195, -1.637], [1.781, -1.228, 0.803], [-0.800, -1.066, -1.289], [0.489, -1.751, 0.840], [-0.226, -0.258, -1.107], [-0.493, -0.942, -0.248], [-0.268, 1.804, 1.163], [0.047, 0.569, 0.175], [-0.046, 0.347, -0.370], [-0.362, 0.554, 0.027], [-0.287, 0.150, 0.075], [0.656, -0.134, -0.227], [0.613, 0.422, -0.138], [-0.788, 0.339, 0.899], [-0.958, 0.839, -0.182], [0.446, 0.400, -1.033], [-0.246, 0.051, -0.644], [0.681, 0.353, 0.500], [-0.232, 0.167, 0.088], [-0.018, 0.084, -0.611], [0.453, -0.094, 0.137], [-2.026, 0.662, -0.557], [1.060, -1.011, -2.546], [0.254, 1.842, 0.105], [0.253, 0.298, -0.822], [0.887, -0.258, 0.250], [-0.010, -0.512, 0.805], [1.148, 0.381, 1.793], [-1.211, -0.528, -0.498], [0.927, -0.024, -1.179], [-0.370, -0.450, 0.396], [0.496, -0.405, 1.325], [0.319, 0.175, 0.143], [0.314, 0.013, 0.144], [-0.279, 0.095, 0.259], [-0.371, 0.157, 0.200], [-0.332, 0.390, 0.414], [-0.473, 0.322, 0.222], [0.709, -0.525, -0.387], [-0.258, -0.263, 0.112], [-0.456, -0.091, -0.443], [0.038, 0.037, 0.389], [-0.241, -0.124, 0.107], [-0.384, -0.182, -0.226], [-0.554, -1.667, -0.364], [-0.144, 0.815, -0.275], [1.201, -0.379, -0.638], [-0.167, -0.776, 0.433], [-0.523, 2.549, -1.320], [-0.538, -1.255, 2.360], [-0.331, 0.860, 0.082], [1.509, -0.217, -1.426], [-1.101, 0.566, 0.601], [0.600, -0.051, 0.612], [-0.454, 0.634, 0.127], [0.142, -0.058, 0.108], [-0.598, -0.247, 0.594], [-0.057, 0.174, -0.194], [0.173, -0.129, -0.281], [-0.072, -0.271, -0.118], [0.262, 0.894, 0.156], [0.421, -0.441, -0.450], [0.115, -0.045, -0.122], [0.149, -0.341, -0.120], [-0.050, -0.392, 0.001], [-0.041, -0.203, 0.019], [0.058, -0.019, 0.215], [0.367, -0.224, -0.289], [-0.146, -0.308, 0.049], [0.607, -1.328, -0.064], [0.063, 1.491, 1.836], [-0.659, 1.069, -0.027], [0.336, 1.255, -0.544], [-0.342, -1.053, 0.726], [-0.201, 1.096, 0.263], [0.764, -0.937, -0.730], [0.069, -0.056, 0.069], [-0.113, 0.057, 0.101], [-0.229, 0.072, 0.111], [0.339, 0.175, -0.895], [-0.378, 0.052, 0.015], [0.019, 0.191, 0.052], [-0.141, -0.389, -0.333], [-0.484, 0.263, -0.134], [1.112, -0.422, -0.277], [0.331, -0.351, -0.028], [0.594, -0.146, -0.132], [-0.030, -0.781, -0.071], [-0.440, -0.463, 0.189], [-1.434, 0.738, 0.112]],
  "lowdin_charge": [-0.30, 0.63, -0.27, -0.26, -0.30, -0.07, -0.11, 0.12, 0.12, 0.08, 0.07, 0.08, 0.06, 0.07, 0.07, -0.31, 0.70, -0.32, -0.26, -0.27, -0.08, -0.10, 0.11, 0.12, 0.08, 0.07, 0.07, 0.06, 0.07, 0.07, -0.16, -0.22, -0.12, -0.14, -0.14, -0.16, -0.22, -0.20, -0.10, 0.09, 0.09, 0.08, 0.12, 0.11, 0.11, 0.12, 0.12, 0.12, 0.12, 0.12, 0.09, 0.08, 0.09, -0.10, -0.20, -0.16, -0.20, -0.12, -0.18, -0.25, -0.17, -0.08, 0.08, 0.08, 0.08, 0.12, 0.11, 0.11, 0.12, 0.13, 0.13, 0.12, 0.12, 0.08, 0.08, 0.08, -0.12, -0.20, -0.19, -0.13, -0.16, -0.19, -0.28, -0.15, -0.08, 0.08, 0.09, 0.09, 0.12, 0.11, 0.12, 0.12, 0.12, 0.12, 0.13, 0.13, 0.09, 0.09, 0.09, -0.13, -0.20, -0.16, -0.15, -0.11, -0.20, -0.20, -0.23, -0.06, 0.09, 0.09, 0.09, 0.12, 0.13, 0.12, 0.12, 0.12, 0.12, 0.11, 0.12, 0.09, 0.08, 0.07, -0.08, -0.16, -0.25, -0.14, -0.15, -0.18, -0.19, -0.20, -0.11, 0.08, 0.08, 0.08, 0.12, 0.13, 0.12, 0.13, 0.12, 0.13, 0.11, 0.12, 0.08, 0.08, 0.08, -0.13, -0.16, -0.23, -0.15, -0.15, -0.17, -0.20, -0.22, -0.08, 0.08, 0.09, 0.09, 0.12, 0.13, 0.11, 0.12, 0.13, 0.12, 0.12, 0.13, 0.08, 0.09, 0.08, -0.10, -0.19, -0.20, -0.18, -0.11, -0.20, -0.18, -0.20, -0.10, 0.08, 0.09, 0.08, 0.12, 0.12, 0.12, 0.12, 0.11, 0.13, 0.12, 0.12, 0.08, 0.09, 0.08],
  "relative_energy_ev": 7.964,
  "gap_ev": 9.729,
  "smiles": "CCOS(C)(=O)=O.CCOS(C)(=O)=O.COCCOCCOC.COCCOCCOC.COCCOCCOC.COCCOCCOC.COCCOCCOC.COCCOCCOC.COCCOCCOC"
}